Density functional theory data (ωB97M-V/def2-TZVPD) for a cluster of 15 separate species, C69H158F24N10O3P4 in total at a distorted geometry.

Calculated values
**Total charge**: +6
**Maximum force**: 7.3 eV/Å
**Orbital gap**: 4.999 eV

Cartesian coordinates (Å):
H: 26.4318 24.3491 23.7674
H: 21.8019 5.9903 19.1523
F: 28.6287 13.5949 20.8355
H: 18.3145 24.9335 16.1854
F: 22.1126 20.8512 17.5365
C: 29.3877 8.0899 19.3943
H: 21.3784 15.5093 20.9516
C: 9.5424 14.2774 11.1070
H: 8.0051 13.3090 13.1469
H: 15.3690 22.2006 17.7689
H: 12.5356 15.3129 14.1786
H: 24.0940 18.8572 11.3214
H: 24.5362 15.5837 19.1213
C: 25.4430 16.4447 34.3605
C: 16.3975 25.9216 17.5364
H: 19.6107 4.7112 23.9969
H: 13.1150 15.3081 21.0317
H: 11.4538 14.6753 12.0362
H: 29.9020 8.1316 20.3846
H: 22.4687 20.0770 36.8627
H: 12.7245 13.7320 24.3162
H: 32.1828 14.8440 20.0195
H: 19.7240 14.5893 17.4731
C: 27.4574 8.9915 18.2286
H: 9.8835 10.8336 11.7107
H: 22.3883 20.5767 35.1405
C: 22.0938 15.7839 18.3774
H: 32.7558 15.1569 21.7467
H: 21.2657 15.9099 12.5676
F: 20.3561 20.2965 18.7681
H: 25.6833 17.4611 34.0779
C: 18.9705 5.9189 22.2620
H: 18.7797 7.0339 22.4645
H: 13.8543 14.9419 16.1340
H: 27.2432 9.2124 16.1042
C: 13.7216 15.3323 21.9095
H: 19.2467 3.7173 20.4244
H: 24.6485 19.6534 34.8651
C: 9.6465 11.9099 11.9596
C: 15.4563 20.7170 16.1469
H: 18.7805 16.9371 11.7493
H: 17.9830 5.5016 22.1868
C: 10.8704 14.1940 14.8287
H: 27.0564 27.6016 21.6184
P: 20.8306 12.9343 14.8851
C: 21.5583 6.9804 19.5282
O: 26.5382 8.2650 18.3905
H: 20.0054 2.9766 22.4029
C: 26.8692 22.3117 23.3140
H: 13.8202 14.2894 22.2789
C: 18.6515 6.0609 19.7197
H: 22.9035 16.6843 23.1787
H: 14.4517 17.6536 24.8759
H: 22.9141 18.3420 22.6638
C: 20.2856 13.7354 19.3339
H: 13.8499 16.6500 26.1697
H: 21.5351 6.3677 21.6057
F: 27.3393 19.7708 19.5167
F: 20.0383 21.7223 17.1289
P: 27.0066 18.3414 20.2901
C: 23.0034 16.8649 21.0235
H: 8.5212 14.4993 11.3344
H: 22.0302 12.9564 20.1911
C: 13.0355 16.1938 22.9697
C: 12.2459 17.8018 25.2682
H: 18.2786 27.0206 17.4151
H: 20.7162 17.8738 14.0023
H: 22.5267 17.4724 20.2121
F: 25.5904 18.3333 19.6071
C: 23.1147 17.7543 9.7560
C: 18.9650 17.1549 12.8136
H: 18.7492 16.2940 13.4722
H: 17.9630 26.1876 18.9544
C: 27.8326 9.6820 16.9290
H: 22.8629 14.7405 21.4932
H: 22.5644 15.6950 9.6890
H: 24.0415 14.1767 18.1192
H: 10.3576 11.7725 14.0522
C: 17.8541 23.1996 19.0545
H: 20.4282 7.6914 21.2898
H: 20.5535 16.8591 19.4336
H: 22.7658 8.6802 20.2286
C: 15.7700 15.9745 23.1808
H: 15.5484 15.2887 25.1516
C: 24.4759 24.7650 20.2778
N: 28.3396 9.1479 19.3700
H: 27.6775 9.0695 20.1860
H: 22.1218 13.0696 18.3964
C: 12.6858 14.6785 24.8631
C: 20.3299 17.8093 12.9769
C: 24.9413 25.1875 18.8200
H: 19.2115 6.0739 18.7728
H: 27.0857 26.9108 19.6319
C: 21.7982 13.5575 19.3059
H: 12.2745 15.5065 16.6042
F: 20.0596 14.3941 15.2475
H: 24.3064 15.8824 9.5849
H: 28.2375 25.5741 19.9053
H: 18.7303 22.5371 18.8780
H: 14.9415 14.1208 23.9519
C: 10.4464 12.3857 13.1242
H: 28.7765 10.1178 19.4492
F: 20.8463 20.2696 15.6358
H: 24.4597 24.5384 18.1170
C: 29.5685 15.7803 22.7095
C: 13.5840 17.0629 25.2406
C: 23.3988 18.4378 35.7927
H: 12.5879 13.7648 16.7358
H: 29.7420 15.0075 20.7031
H: 11.4754 17.0677 25.4238
F: 19.1304 19.7267 16.9739
H: 11.6480 15.0509 24.9230
H: 22.6408 16.6962 18.4259
H: 23.3883 21.6010 36.3804
F: 27.8400 12.3735 22.5632
F: 26.3497 13.0920 21.0823
C: 22.4913 17.3912 22.4168
F: 29.0452 11.3603 20.8471
H: 15.1913 16.7626 21.2695
F: 22.0628 13.3724 15.8155
H: 29.3157 16.5352 20.8125
H: 16.1523 26.1339 16.4976
H: 19.9949 12.7808 18.9165
C: 31.3370 16.5840 21.0551
P: 20.6780 20.2729 17.2026
C: 10.4264 14.7413 12.3076
N: 19.6099 5.7864 20.8475
C: 23.6592 16.2659 11.5702
H: 13.1036 13.6778 14.3737
N: 22.7548 17.3751 12.1102
C: 25.1325 25.7587 21.1940
C: 24.0625 14.6248 19.1109
N: 13.5747 15.7943 24.3443
H: 16.1550 19.9200 15.7912
H: 23.6291 7.2288 20.2316
H: 20.7965 4.2725 19.9683
H: 18.2060 17.9447 12.9780
H: 22.7609 18.7860 13.6271
H: 28.2962 26.4827 22.2492
H: 8.3767 13.4960 14.7965
F: 26.2802 19.1267 21.5277
H: 23.4492 24.9660 20.3830
F: 21.6026 11.5350 14.7204
C: 19.7106 14.9012 18.5264
H: 27.4420 10.7159 16.9992
H: 22.2750 15.2751 17.3906
H: 11.2112 19.2607 26.3445
H: 18.1344 24.0255 19.7023
C: 14.9734 15.2332 24.2442
H: 11.9656 16.1237 23.0679
N: 26.6220 25.6416 21.1991
C: 20.6337 16.1509 18.5580
F: 19.5264 12.4506 14.0492
P: 27.6930 12.2805 21.0426
H: 18.6989 15.1157 18.8927
H: 12.8708 19.5671 26.3046
H: 30.2422 16.1656 23.4361
C: 23.1068 18.4671 11.1042
F: 28.3995 18.4110 21.1189
H: 24.1963 17.6200 13.6293
C: 27.1618 25.8268 19.7702
C: 21.3295 16.9411 12.1553
H: 8.2069 14.9237 13.7534
F: 27.7594 17.5315 19.1454
H: 15.2849 24.2100 17.2935
H: 15.8007 26.6237 18.1197
F: 21.4795 13.5293 13.4780
H: 20.4200 18.7974 12.5970
H: 9.1090 12.6250 9.8694
N: 24.3212 19.4667 35.8081
H: 24.8785 26.7631 20.8396
H: 24.5300 13.9438 19.8457
C: 22.9944 20.5932 36.0726
H: 21.4042 17.4904 22.3467
H: 15.7628 17.0491 23.3793
H: 12.1170 18.2594 24.3162
H: 27.9382 22.3563 23.5615
H: 26.7434 21.5373 22.5430
H: 20.8171 5.8139 23.2974
H: 25.9894 16.0837 35.2667
H: 10.7963 12.8331 10.2998
O: 22.9735 17.3916 35.4329
C: 16.1065 24.5010 17.9724
H: 22.4422 19.3284 11.0818
C: 26.2262 23.6566 22.9456
F: 26.6893 17.0455 21.2029
H: 21.5151 3.7173 22.3492
C: 18.3989 24.8218 17.2441
H: 15.0940 21.2998 15.2916
C: 22.4427 15.4854 20.8099
C: 15.1881 15.7617 21.7863
C: 23.4138 16.2639 10.0546
F: 20.1229 12.2999 16.1287
C: 17.1172 22.5595 16.7251
H: 19.3922 24.5106 17.5618
C: 12.8100 14.6902 16.1988
N: 29.9572 15.9060 21.2522
H: 24.9812 15.7301 33.6844
H: 16.7772 23.1205 15.8732
C: 26.9724 24.1706 21.7394
H: 14.6144 20.1665 16.5162
C: 17.8743 26.0861 17.8543
H: 11.5042 12.4412 12.8676
H: 26.6639 23.5358 20.9038
H: 16.8463 15.6808 23.2321
H: 28.9010 7.1805 19.1125
C: 22.8328 7.8037 19.6936
C: 19.9735 5.1546 23.1044
H: 16.5439 20.8582 17.9596
H: 24.7928 25.6336 22.2065
C: 20.7844 6.7446 20.8670
N: 10.1173 13.7818 13.5157
H: 16.9787 22.5950 19.4374
H: 24.6088 23.7505 20.4994
H: 13.2101 17.2618 22.8606
C: 8.6173 13.9501 13.8024
H: 25.1882 23.5652 22.7971
H: 21.0266 16.7603 11.1484
H: 24.9829 19.6608 36.5982
H: 24.6601 26.2067 18.6922
H: 26.2957 22.0510 24.1629
H: 22.1757 17.8083 9.1585
H: 28.8854 9.6084 16.7331
H: 26.7183 26.6286 23.0209
H: 19.9972 13.8557 20.3903
C: 12.3594 14.4194 14.7194
C: 9.7637 12.8470 10.7248
H: 28.6234 16.2621 22.8054
H: 15.7501 15.0550 21.1481
H: 18.1809 6.9976 19.8519
H: 12.3603 18.4541 27.4313
H: 13.0550 14.4315 25.8695
H: 23.8886 18.1853 9.1675
H: 10.3539 15.1045 15.1171
F: 27.4871 12.0639 19.4334
H: 20.8579 7.3982 18.8008
F: 26.7806 10.9498 21.2853
H: 33.2641 16.2524 20.4643
H: 29.4408 14.7205 22.9858
H: 23.2205 8.0185 18.6796
C: 27.2424 26.6361 22.1026
H: 22.6646 17.0732 14.1881
H: 10.2609 15.7585 12.6844
C: 20.0733 4.3252 20.7816
H: 23.4285 15.3266 12.0821
C: 20.4714 3.9712 22.2449
H: 18.1090 22.1054 16.6278
C: 32.4674 15.6009 20.7892
N: 22.6224 14.8602 19.4249
H: 10.5839 13.4169 15.4569
H: 26.8235 25.4038 17.7125
O: 31.3471 17.7207 21.3246
H: 24.6754 16.5648 11.8482
H: 28.0304 24.1426 22.0198
N: 17.3899 23.7754 17.7283
H: 9.7627 14.9523 10.2877
C: 23.1423 17.7935 13.5258
H: 20.4505 16.7244 17.6752
C: 12.1572 18.7887 26.4356
H: 26.7064 23.9414 18.7289
H: 15.8396 24.4545 18.9870
C: 26.4761 25.0406 18.6908
F: 21.1753 18.7769 17.3082
H: 17.9058 5.2728 19.6508
H: 30.0744 8.3980 18.6326
H: 8.6039 11.9219 12.1960
C: 16.0821 21.5593 17.2704
H: 24.1020 16.8765 21.0692